# 1
ORCA calculation (the ωB97M-V functional and the def2-TZVPD basis) on C6H11NO as an isolated structure.

The geometry in ORCA input format:
```
! wB97M-V def2-TZVPD RIJCOSX def2/J DEFGRID3
* xyz 0 1
C -2.04268 0.33576 -0.06024
C -0.33375 0.86458 1.73907
C 0.42996 0.30719 -0.66106
C 1.15483 -0.82351 -0.43601
C -0.60531 0.28271 0.37104
N 0.25956 0.99234 -1.89257
C 2.22154 -1.59728 -0.67139
O -0.04327 -1.42034 0.61297
H 0.33700 -1.64574 1.48442
H 0.76243 1.87033 -1.93580
H 0.54884 0.42134 -2.67967
H -2.18161 -0.15030 -1.02322
H -0.51310 1.94276 1.68210
H -2.35123 1.38044 -0.16094
H -2.67988 -0.13243 0.69165
H -0.99799 0.46012 2.50614
H 0.70758 0.71956 2.02748
H 2.14734 -2.67416 -0.72929
H 3.17973 -1.13340 -0.86466
*
```

Calculated values
LUMO	0.787	eV
Kohn-Sham gap	7.46	eV

# 2
ORCA calculation (the ωB97M-V functional and the def2-TZVPD basis) on a 2-piece molecular cluster, C6H11NO overall.

The geometry in ORCA input format:
```
! wB97M-V def2-TZVPD RIJCOSX def2/J DEFGRID3
* xyz 0 1
C 1.22116 1.29109 -2.01014
C 0.73872 0.93176 -0.61532
C 0.78154 1.60962 0.54482
N 0.37323 0.71612 1.54412
C 0.14024 -0.53363 0.96551
C -0.13605 -1.74393 1.78799
C 0.50566 -0.48701 -0.33999
H 1.75237 2.25209 -2.01651
H 1.96769 0.56377 -2.35049
H 0.37943 1.52054 -2.66224
H 0.98325 2.64005 0.78125
H -0.24381 0.95775 2.30162
H -0.89309 -2.35660 1.28784
H 0.82185 -2.26965 2.00054
H -0.26194 -1.73377 2.88176
H 0.65318 -1.18638 -1.13963
O -2.69983 -1.00404 -1.10389
H -3.66455 -0.99471 -1.11064
H -2.41906 -0.17306 -0.74662
*
```

Calculated values
SMILES	Cc1c[nH]c(C)c1.O
LUMO	0.850	eV
Kohn-Sham gap	8.90	eV

# 3
ORCA calculation (the ωB97M-V functional and the def2-TZVPD basis) on a single C6H11NO molecule.

The geometry in ORCA input format:
```
! wB97M-V def2-TZVPD RIJCOSX def2/J DEFGRID3
* xyz 0 1
C 0.20024 0.62817 -3.34790
N 0.75272 -0.07771 -2.24428
C -0.17652 -0.10738 -1.29077
C 0.07737 -0.19573 0.04465
C -0.95037 -0.29384 1.09932
C -0.21144 0.15324 2.33827
C 0.65114 -0.80979 3.17305
O 0.24827 -1.21530 4.26294
H 0.60431 0.34218 -4.32462
H 0.14174 1.76020 -3.32959
H -0.83403 0.18684 -3.29226
H 1.66743 0.37033 -1.86389
H -1.27121 -0.04355 -1.48924
H 1.06457 -0.17672 0.36389
H -1.86792 0.30280 0.98036
H -1.36390 -1.26224 1.31064
H 0.52466 0.88695 1.99103
H -0.78093 0.74432 3.11391
H 1.52385 -1.19275 2.50449
*
```

Calculated values
SMILES	CN/C=C/CCC=O
LUMO	0.926	eV
Kohn-Sham gap	9.04	eV

# 4
ORCA calculation (the ωB97M-V functional and the def2-TZVPD basis) on a 2-piece molecular cluster, C6H11NO overall.

The geometry in ORCA input format:
```
! wB97M-V def2-TZVPD RIJCOSX def2/J DEFGRID3
* xyz 0 1
C 0.57631 -1.90234 0.05519
C 0.76652 -0.42343 0.05248
C 1.73943 0.18424 0.80177
N 1.70866 1.52975 0.56894
C 0.63499 1.80837 -0.23046
C 0.03918 0.63032 -0.57203
C -1.14541 0.42505 -1.48230
H 1.40128 -2.45180 0.49222
H 0.39679 -2.29243 -0.95484
H -0.33621 -2.19196 0.56416
H 2.54859 -0.25821 1.36352
H 2.15583 2.18077 1.19143
H 0.52804 2.80002 -0.62641
H -0.84857 0.47634 -2.52989
H -1.65909 -0.51567 -1.25373
H -1.95558 1.12643 -1.27059
O -2.21147 -0.30141 1.63813
H -2.69437 -0.98769 1.17634
H -1.64494 0.16366 1.01609
*
```

Calculated values
SMILES	Cc1c[nH]cc1C.O
LUMO	0.918	eV
Kohn-Sham gap	9.15	eV

# 5
ORCA calculation (the ωB97M-V functional and the def2-TZVPD basis) on C6H11NO as an isolated structure.

The geometry in ORCA input format:
```
! wB97M-V def2-TZVPD RIJCOSX def2/J DEFGRID3
* xyz 0 1
C 1.14678 -0.48662 -0.10822
C 0.88083 0.87756 0.26050
C -2.38514 -0.70840 -0.64981
C 2.44892 -1.13759 -0.36491
C -1.03426 -0.16700 -0.38206
C -0.54773 1.02966 0.02318
N -1.24315 2.21182 0.24007
O 0.04075 -1.08312 -0.50420
H 1.06315 -0.82644 1.98520
H -0.84500 2.79858 0.95864
H -2.23839 2.10052 0.36696
H 1.60911 1.66674 0.14244
H 0.97221 0.17065 1.50857
H -2.43097 -1.21467 -1.61735
H -2.69288 -1.42598 0.11914
H -3.12819 0.08830 -0.67191
H 2.95695 -0.62378 -1.18759
H 2.34366 -2.18619 -0.63590
H 3.08334 -1.08405 0.51725
*
```

Calculated values
LUMO	0.970	eV
Kohn-Sham gap	7.91	eV

# 6
ORCA calculation (the ωB97M-V functional and the def2-TZVPD basis) on a single C6H11NO molecule.

The geometry in ORCA input format:
```
! wB97M-V def2-TZVPD RIJCOSX def2/J DEFGRID3
* xyz 0 1
C -0.34302 -2.00922 0.15395
C 0.65731 -0.90534 0.11518
C 1.95265 -1.05719 -0.18851
O 2.65513 0.02112 -0.28489
N 1.80066 1.06374 0.29361
C 0.44400 0.58148 0.11836
C -0.37552 1.20644 1.28728
C -0.21198 1.00820 -1.19374
H -0.64414 -2.39644 1.14176
H 0.13147 -2.87547 -0.22671
H -1.33083 -1.92616 -0.34904
H 2.52766 -1.95619 -0.20622
H 1.88980 1.99006 -0.11638
H -0.34275 2.23254 1.15066
H 0.08154 1.08982 2.30200
H -1.32085 0.71436 1.26460
H -0.00404 2.11037 -1.34090
H -1.33308 0.86531 -1.18497
H 0.30943 0.50586 -1.93837
*
```

Calculated values
SMILES	CC1=CONC1(C)C
LUMO	0.931	eV
Kohn-Sham gap	8.73	eV

# 7
ORCA calculation (the ωB97M-V functional and the def2-TZVPD basis) on a single C6H11NO molecule.

The geometry in ORCA input format:
```
! wB97M-V def2-TZVPD RIJCOSX def2/J DEFGRID3
* xyz 0 1
H -0.53597 1.75288 0.20505
N -0.95084 1.54078 -0.69802
C -0.52852 0.42884 -1.17814
C -1.06427 -0.12489 -2.45974
O 0.61795 -0.27097 -0.78725
C 0.99432 -0.31473 0.59294
C 1.90885 0.84781 0.96984
C -0.24062 -0.46292 1.49760
C -1.18720 -1.40321 1.34948
H -2.15778 -0.13248 -2.41894
H -0.73323 0.49959 -3.29263
H -0.70944 -1.14673 -2.61816
H 1.57624 -1.23752 0.72296
H 2.27597 0.73981 1.99661
H 1.42262 1.82260 0.87510
H 2.77545 0.87060 0.29803
H -0.25273 0.13816 2.40472
H -1.24026 -2.01303 0.45099
H -1.97054 -1.53460 2.08955
*
```

Calculated values
SMILES	[H]/N=C(/C)O[C@@H](C)C=C
LUMO	0.987	eV
Kohn-Sham gap	10.71	eV

# 8
ORCA calculation (the ωB97M-V functional and the def2-TZVPD basis) on a single C6H11NO molecule.

The geometry in ORCA input format:
```
! wB97M-V def2-TZVPD RIJCOSX def2/J DEFGRID3
* xyz 0 1
C -2.60672 -0.34733 0.41725
C -1.67426 0.78180 0.11741
C -0.40959 0.77312 -0.33953
C 0.30566 2.01047 -0.78842
C 0.40428 -0.34733 0.13956
O -0.17207 -1.55958 0.37232
N 1.66113 -0.13329 0.12467
C 2.61077 -1.21372 0.19154
H -2.30168 -0.85767 1.32878
H -3.62078 0.02469 0.55114
H -2.61855 -1.07685 -0.39257
H -2.17630 1.74379 0.07688
H 1.00990 2.34982 -0.03177
H -0.40282 2.81231 -0.98494
H 0.88448 1.78987 -1.68272
H 0.46741 -2.27579 0.26745
H 3.60168 -0.78952 0.03054
H 2.59656 -1.70072 1.17518
H 2.44088 -1.98407 -0.57278
*
```

Calculated values
SMILES	C/C=C(C)\C(O)=N\C
LUMO	0.714	eV
Kohn-Sham gap	9.38	eV

# 9
ORCA calculation (the ωB97M-V functional and the def2-TZVPD basis) on a single C6H11NO molecule.

The geometry in ORCA input format:
```
! wB97M-V def2-TZVPD RIJCOSX def2/J DEFGRID3
* xyz 0 1
C -0.87821 -1.70769 -1.82264
C -0.56549 -0.79065 -0.63857
C -1.10387 -1.22829 0.78240
N 0.16366 0.25862 -0.85260
C 0.76814 1.06597 0.12450
C 0.23262 2.45061 0.43029
C 1.63152 0.35551 1.02965
O 2.21135 1.05882 -0.13042
H -0.06758 -1.80418 -2.64328
H -1.20995 -2.72672 -1.57045
H -1.75742 -1.48570 -2.49199
H -0.30534 -1.83457 1.25475
H -2.12291 -1.75721 0.64962
H -1.40964 -0.38171 1.36928
H 0.39371 3.02335 -0.38180
H 0.99819 2.79728 1.21367
H -0.75299 2.51211 0.78217
H 1.83202 0.89080 1.94198
H 1.94218 -0.69637 0.95344
*
```

Calculated values
SMILES	CC(C)=N[C@@]1(C)CO1
LUMO	0.847	eV
Kohn-Sham gap	9.89	eV

# 10
ORCA calculation (the ωB97M-V functional and the def2-TZVPD basis) on a single C6H11NO molecule.

The geometry in ORCA input format:
```
! wB97M-V def2-TZVPD RIJCOSX def2/J DEFGRID3
* xyz 0 1
C 1.83833 -0.87621 -0.13853
C 0.77208 -0.10620 0.58602
C 0.75941 1.40448 0.07208
O -0.50513 1.65605 -0.61507
C -0.74102 0.30580 -0.93964
C -1.65139 -0.75513 -0.80543
C -0.70848 -0.46659 0.33547
N -1.34786 0.15913 1.41394
H 2.03804 -0.56448 -1.29869
H 2.82726 -0.54349 0.49554
H 1.41692 -2.05426 -0.05290
H 1.02840 0.01782 1.61048
H 1.57810 1.49488 -0.65620
H 0.86436 2.12174 0.95725
H 0.11292 -0.04512 -1.60343
H -1.63315 -1.51681 -1.56656
H -2.76651 -0.65385 -0.57071
H -1.87564 0.96608 1.07164
H -2.00664 -0.54385 1.70474
*
```

Calculated values
SMILES	C[C@H]1CO[C@@H]2C[C@@]12N
LUMO	0.999	eV
Kohn-Sham gap	9.68	eV

# 11
ORCA calculation (the ωB97M-V functional and the def2-TZVPD basis) on an isolated ion of composition C6H11NO and charge +1.

The geometry in ORCA input format:
```
! wB97M-V def2-TZVPD RIJCOSX def2/J DEFGRID3
* xyz 1 2
C 0.61379 1.02605 1.76309
N 0.24201 0.76642 0.41256
C -1.24433 0.59477 0.20429
C -1.58084 -0.86797 -0.27143
C -0.23451 -1.28262 -0.92323
C 0.91344 -0.27949 -0.39118
C 1.59178 0.27848 -1.56039
O 2.24448 -0.38980 -2.34257
H -0.35770 1.38324 2.32009
H 1.37777 1.82259 1.95221
H 1.18224 0.18423 2.17933
H -1.54795 1.46072 -0.53336
H -1.67902 0.74152 1.22563
H -2.47747 -0.76062 -0.79982
H -1.91110 -1.49604 0.47052
H -0.23324 -1.23183 -1.97331
H -0.09900 -2.31761 -0.52164
H 1.62074 -0.94895 0.29532
H 1.57892 1.31690 -1.50612
*
```

Calculated values
LUMO (alpha / beta)	-3.728 / -7.925	eV
⟨S²⟩	0.754
Kohn-Sham gap (alpha / beta)	10.75 / 6.53	eV

# 12
ORCA calculation (the ωB97M-V functional and the def2-TZVPD basis) on a 2-piece molecular cluster, C6H11NO2 overall.

The geometry in ORCA input format:
```
! wB97M-V def2-TZVPD RIJCOSX def2/J DEFGRID3
* xyz 0 1
C 0.68983 0.35043 0.56655
C -0.68093 0.05901 0.40275
C 0.15773 -1.11763 0.34056
C 0.70651 -1.71487 -0.87435
C 0.13549 -1.94708 1.64716
C -1.43151 2.06371 -1.17617
N -0.25643 2.73855 -0.98131
O 0.76491 2.23474 -1.46338
O -0.17536 3.71974 -0.27294
H 0.86068 0.79513 -0.44239
H 1.08547 0.84614 1.42676
H -1.56569 0.16558 1.03179
H 1.60465 -1.16542 -1.08764
H 0.00997 -1.64655 -1.65140
H 0.98126 -2.82881 -0.67430
H -0.79145 -2.48900 1.78262
H 0.35001 -1.23087 2.39003
H 1.01743 -2.59036 1.58563
H -1.27423 1.40736 -2.02765
H -2.18834 2.35020 -0.52233
*
```

Calculated values
LUMO (alpha / beta)	-0.699 / -1.470	eV
Kohn-Sham gap (alpha / beta)	8.47 / 7.03	eV

Which relative energy (zero: lowest compared OMol25 entry of this formula, charge and spin) belongs to each record? In order, 453.7 141.1 314.1 63.1 452.3 335.1 169.4 172.3 305.2 603.6 285.1 887.2 kJ/mol.